Here is a cluster of 9 separate species, C42H98N4O19 in total from the Open Molecules 2025 dataset. Energies are from wB97M-V/def2-TZVPD.

Each atom is followed by the atoms it is bonded to, with distances in Å.
Positions of all 163 atoms, in Å:
1 C 4.380 6.022 0.675  O2 1.435, H10 1.090, H11 1.090, H12 1.090
2 O 4.270 4.863 1.516  C1 1.435, C3 1.422
3 C 3.662 3.763 0.850  O2 1.422, C4 1.585, H13 1.090, H14 1.090
4 C 2.141 4.149 0.630  C3 1.585, O5 1.451, H15 1.090, H16 1.090
5 O 1.961 5.011 -0.523  C4 1.451, C6 1.384
6 C 1.830 4.296 -1.700  O5 1.384, C7 1.538, H17 1.090, H18 1.090
7 C 1.435 5.278 -2.816  C6 1.538, O8 1.386, H19 1.090, H20 1.090
8 O 2.428 6.238 -2.702  C7 1.386, C9 1.358
9 C 2.046 7.533 -2.568  O8 1.358, H21 1.090, H22 1.090, H23 1.090
10 H 4.226 5.952 -0.402  C1 1.090
11 H 5.309 6.516 0.961  C1 1.090
12 H 3.515 6.520 1.113  C1 1.090
13 H 3.861 2.829 1.376  C3 1.090
14 H 4.173 3.521 -0.082  C3 1.090
15 H 1.698 4.631 1.502  C4 1.090
16 H 1.464 3.336 0.366  C4 1.090
17 H 0.897 3.737 -1.627  C6 1.090
18 H 2.655 3.613 -1.903  C6 1.090
19 H 0.408 5.636 -2.743  C7 1.090
20 H 1.417 4.734 -3.761  C7 1.090
21 H 1.581 7.818 -3.513  C9 1.090
22 H 2.892 8.199 -2.395  C9 1.090
23 H 1.390 7.738 -1.723  C9 1.090
24 C 5.303 1.954 -2.278  O25 1.449, H33 1.090, H34 1.090, H35 1.090
25 O 4.155 1.371 -1.613  C24 1.449, C26 1.419
26 C 4.153 0.139 -0.909  O25 1.419, C27 1.523, H36 1.090, H37 1.090
27 C 5.059 0.056 0.311  C26 1.523, O28 1.410, H38 1.090, H39 1.090
28 O 6.394 -0.094 -0.114  C27 1.410, C29 1.465
29 C 7.422 0.058 0.919  O28 1.465, C30 1.533, H40 1.090, H41 1.090
30 C 7.588 1.458 1.521  C29 1.533, O31 1.419, H42 1.090, H43 1.090
31 O 8.169 2.459 0.699  C30 1.419, C32 1.446
32 C 8.035 3.814 1.185  O31 1.446, H44 1.090, H45 1.090, H46 1.090
33 H 5.251 3.042 -2.242  C24 1.090
34 H 5.205 1.871 -3.360  C24 1.090
35 H 6.230 1.661 -1.784  C24 1.090
36 H 4.402 -0.680 -1.585  C26 1.090
37 H 3.127 0.057 -0.549  C26 1.090
38 H 4.761 -0.842 0.852  C27 1.090
39 H 4.813 0.764 1.103  C27 1.090
40 H 8.321 -0.041 0.311  C29 1.090
41 H 7.234 -0.726 1.653  C29 1.090
42 H 8.305 1.377 2.339  C30 1.090
43 H 6.612 1.866 1.784  C30 1.090
44 H 8.385 4.006 2.200  C32 1.090
45 H 7.085 4.339 1.087  C32 1.090
46 H 8.755 4.448 0.668  C32 1.090
47 C -4.255 -0.529 0.731  O48 1.483, H56 1.090, H57 1.090, H58 1.090
48 O -4.792 -1.575 1.635  C47 1.483, C49 1.324
49 C -6.108 -1.433 1.624  O48 1.324, C50 1.550, H59 1.090, H60 1.090
50 C -6.708 -0.487 2.695  C49 1.550, O51 1.358, H61 1.090, H62 1.090
51 O -6.194 -0.411 3.950  C50 1.358, C52 1.423
52 C -6.713 -1.116 5.072  O51 1.423, C53 1.555, H63 1.090, H64 1.090
53 C -8.077 -0.614 5.626  C52 1.555, O54 1.443, H65 1.090, H66 1.090
54 O -8.785 -1.482 6.535  C53 1.443, C55 1.460
55 C -9.622 -0.789 7.509  O54 1.460, H67 1.090, H68 1.090, H69 1.090
56 H -4.731 0.451 0.747  C47 1.090
57 H -4.172 -0.864 -0.303  C47 1.090
58 H -3.220 -0.287 0.975  C47 1.090
59 H -6.330 -2.477 1.841  C49 1.090
60 H -6.624 -1.427 0.663  C49 1.090
61 H -7.786 -0.636 2.757  C50 1.090
62 H -6.578 0.449 2.152  C50 1.090
63 H -6.008 -0.930 5.882  C52 1.090
64 H -6.665 -2.166 4.784  C52 1.090
65 H -8.734 -0.362 4.793  C53 1.090
66 H -7.833 0.367 6.033  C53 1.090
67 H -9.128 -0.363 8.383  C55 1.090
68 H -10.281 -1.538 7.948  C55 1.090
69 H -10.162 -0.041 6.928  C55 1.090
70 C 2.141 1.410 3.221  O71 1.361, H79 1.090, H80 1.090, H81 1.090
71 O 1.031 2.185 3.087  C70 1.361, C72 1.349
72 C 0.461 2.617 4.230  O71 1.349, C73 1.598, H82 1.090, H83 1.090
73 C -0.579 3.812 4.018  C72 1.598, O74 1.378, H84 1.090, H85 1.090
74 O -1.748 3.408 3.411  C73 1.378, C75 1.491
75 C -1.525 2.636 2.155  O74 1.491, C76 1.525, H86 1.090, H87 1.090
76 C -2.758 2.738 1.263  C75 1.525, O77 1.455, H88 1.090, H89 1.090
77 O -3.115 4.118 0.969  C76 1.455, C78 1.439
78 C -4.541 4.255 0.838  O77 1.439, H90 1.090, H91 1.090, H92 1.090
79 H 2.071 0.646 3.996  C70 1.090
80 H 2.990 2.026 3.520  C70 1.090
81 H 2.436 0.802 2.366  C70 1.090
82 H 1.201 3.001 4.933  C72 1.090
83 H 0.000 1.854 4.857  C72 1.090
84 H 0.024 4.539 3.473  C73 1.090
85 H -0.872 4.110 5.024  C73 1.090
86 H -1.512 1.568 2.368  C75 1.090
87 H -0.594 2.813 1.616  C75 1.090
88 H -3.396 2.080 1.854  C76 1.090
89 H -2.666 2.264 0.286  C76 1.090
90 H -4.954 3.581 0.087  C78 1.090
91 H -4.798 5.294 0.632  C78 1.090
92 H -5.013 3.894 1.752  C78 1.090
93 C 3.955 -8.801 -1.938  O94 1.359, H102 1.090, H103 1.090, H104 1.090
94 O 4.418 -7.880 -1.052  C93 1.359, C95 1.394
95 C 4.203 -8.160 0.296  O94 1.394, C96 1.530, H105 1.090, H106 1.090
96 C 3.898 -6.910 1.125  C95 1.530, O97 1.342, H107 1.090, H108 1.090
97 O 3.022 -6.025 0.625  C96 1.342, C98 1.366
98 C 3.529 -4.874 0.091  O97 1.366, C99 1.528, H109 1.090, H110 1.090
99 C 2.437 -3.945 -0.440  C98 1.528, O100 1.439, H111 1.090, H112 1.090
100 O 1.769 -3.317 0.670  C99 1.439, C101 1.427
101 C 0.471 -2.814 0.355  O100 1.427, H113 1.090, H114 1.090, H115 1.090
102 H 4.479 -9.697 -1.605  C93 1.090
103 H 4.272 -8.692 -2.976  C93 1.090
104 H 2.867 -8.746 -1.916  C93 1.090
105 H 5.212 -8.513 0.511  C95 1.090
106 H 3.462 -8.915 0.557  C95 1.090
107 H 4.835 -6.376 1.280  C96 1.090
108 H 3.559 -7.314 2.079  C96 1.090
109 H 4.180 -5.156 -0.736  C98 1.090
110 H 4.234 -4.300 0.692  C98 1.090
111 H 1.676 -4.626 -0.818  C99 1.090
112 H 2.871 -3.280 -1.187  C99 1.090
113 H -0.399 -3.469 0.319  C101 1.090
114 H 0.428 -2.169 -0.522  C101 1.090
115 H 0.362 -2.059 1.134  C101 1.090
116 C -0.669 -4.901 -2.523  O117 1.255, N118 1.396, H121 1.101
117 O -0.085 -3.869 -2.935  C116 1.255
118 N -1.920 -4.832 -1.909  C116 1.396, C119 1.425, C120 1.555
119 C -2.578 -6.014 -1.458  N118 1.425, H122 1.090, H123 1.090, H124 1.090
120 C -2.666 -3.502 -1.604  N118 1.555, H125 1.090, H126 1.090, H127 1.090
121 H -0.269 -5.926 -2.580  C116 1.101
122 H -2.822 -5.818 -0.414  C119 1.090
123 H -1.938 -6.895 -1.409  C119 1.090
124 H -3.440 -6.179 -2.104  C119 1.090
125 H -3.570 -3.662 -2.192  C120 1.090
126 H -3.080 -3.501 -0.595  C120 1.090
127 H -2.128 -2.603 -1.904  C120 1.090
128 C -1.254 1.857 -3.445  O129 1.217, N130 1.351, H133 1.101
129 O -0.415 2.587 -3.940  C128 1.217
130 N -1.099 0.813 -2.600  C128 1.351, C131 1.422, C132 1.428
131 C -2.234 0.026 -2.267  N130 1.422, H134 1.090, H135 1.090, H136 1.090
132 C 0.184 0.307 -2.230  N130 1.428, H137 1.090, H138 1.090, H139 1.090
133 H -2.323 2.004 -3.661  C128 1.101
134 H -2.459 -0.814 -2.925  C131 1.090
135 H -3.113 0.670 -2.253  C131 1.090
136 H -2.295 -0.252 -1.215  C131 1.090
137 H 0.315 -0.593 -2.832  C132 1.090
138 H 0.950 1.069 -2.374  C132 1.090
139 H 0.322 0.100 -1.169  C132 1.090
140 C 4.788 -2.196 -4.365  O141 1.242, N142 1.297, H145 1.101
141 O 5.835 -2.753 -4.000  C140 1.242
142 N 3.703 -2.907 -4.340  C140 1.297, C143 1.527, C144 1.462
143 C 2.337 -2.259 -4.551  N142 1.527, H146 1.090, H147 1.090, H148 1.090
144 C 3.627 -4.329 -4.011  N142 1.462, H149 1.090, H150 1.090, H151 1.090
145 H 4.650 -1.189 -4.791  C140 1.101
146 H 1.896 -2.640 -5.472  C143 1.090
147 H 2.281 -1.178 -4.680  C143 1.090
148 H 1.740 -2.436 -3.657  C143 1.090
149 H 2.865 -4.477 -3.246  C144 1.090
150 H 3.372 -4.850 -4.935  C144 1.090
151 H 4.542 -4.793 -3.643  C144 1.090
152 C -6.364 1.626 -2.905  O153 1.221, N154 1.367, H157 1.101
153 O -5.419 0.856 -2.846  C152 1.221
154 N -7.434 1.729 -2.059  C152 1.367, C155 1.495, C156 1.475
155 C -7.672 0.815 -0.900  N154 1.495, H158 1.090, H159 1.090, H160 1.090
156 C -8.574 2.620 -2.346  N154 1.475, H161 1.090, H162 1.090, H163 1.090
157 H -6.351 2.395 -3.693  C152 1.101
158 H -8.629 0.347 -1.128  C155 1.090
159 H -7.802 1.497 -0.060  C155 1.090
160 H -7.010 -0.034 -0.728  C155 1.090
161 H -9.270 1.951 -2.851  C156 1.090
162 H -8.894 3.043 -1.393  C156 1.090
163 H -8.557 3.449 -3.054  C156 1.090

Calculated values
Frontier orbital gap (alpha / beta): 1.5 / 9.0 eV
Charge: -1
2S+1: 2
Calculated total energy: -89989.209 eV
Strongest force on any atom: 6.1 eV/Å
LUMO energy (alpha / beta): 1.99 / 1.94 eV
E_HOMO (alpha / beta): 0.501 / -7.030 eV